Record 1
{
  "formula": "C17H44BInN3O6P",
  "method": "wB97M-V/def2-TZVPD",
  "homo_lumo_gap_ev": 5.0,
  "mol_weight_g_mol": 543.16,
  "species": ["C", "O", "C", "C", "C", "C", "C", "C", "In", "C", "C", "C", "C", "C", "C", "O", "C", "C", "O", "B", "O", "N", "C", "C", "P", "N", "O", "O", "H", "H", "H", "H", "H", "H", "H", "H", "H", "H", "H", "H", "H", "H", "H", "H", "H", "H", "H", "H", "H", "H", "H", "H", "H", "H", "H", "H", "H", "H", "H", "H", "H", "H", "H", "H", "H", "H", "H", "H", "N", "H", "H", "H", "H"],
  "positions_angstrom": [[7.395, 1.913, 2.003], [6.523, 1.714, 0.924], [7.171, 1.849, -0.321], [6.199, 1.886, -1.480], [5.229, 0.708, -1.533], [3.932, 0.912, -0.709], [2.692, 1.162, -1.564], [1.911, -0.133, -1.884], [0.146, -0.538, -0.527], [-1.785, -0.716, -1.668], [-2.768, 0.438, -1.373], [-4.220, -0.037, -1.088], [-4.862, 0.905, -0.069], [-6.393, 0.713, 0.063], [-7.125, 1.880, -0.578], [-8.552, 1.719, -0.661], [-9.129, 1.404, 0.528], [-9.240, 2.421, 1.634], [-9.584, 0.350, 0.681], [0.700, -2.509, 0.534], [1.994, -3.071, 0.212], [-0.131, -3.230, 1.524], [0.733, -3.670, 2.638], [-0.743, -4.445, 0.931], [-0.220, 1.297, 1.211], [-0.252, 2.743, 0.603], [-1.669, 1.005, 2.013], [0.951, 1.162, 2.400], [8.250, 2.544, 1.744], [7.778, 0.968, 2.403], [6.874, 2.408, 2.821], [7.705, 2.811, -0.315], [7.956, 1.093, -0.471], [5.703, 2.854, -1.522], [6.813, 1.838, -2.384], [4.947, 0.535, -2.575], [5.744, -0.198, -1.191], [4.090, 1.768, -0.054], [3.789, 0.034, -0.070], [2.010, 1.860, -1.082], [2.994, 1.611, -2.517], [2.578, -1.017, -1.859], [1.498, -0.109, -2.894], [-1.586, -0.756, -2.738], [-2.231, -1.656, -1.336], [-2.476, 1.061, -0.530], [-2.841, 1.091, -2.244], [-4.788, -0.091, -2.018], [-4.169, -1.051, -0.684], [-4.664, 1.931, -0.383], [-4.426, 0.686, 0.900], [-6.613, 0.738, 1.136], [-6.734, -0.255, -0.296], [-6.779, 1.955, -1.607], [-6.874, 2.811, -0.063], [-8.755, 2.000, 2.511], [-8.823, 3.399, 1.398], [-10.279, 2.569, 1.907], [2.627, -2.378, 0.460], [1.329, -2.822, 2.991], [0.149, -4.048, 3.476], [1.453, -4.441, 2.339], [-0.201, -5.359, 1.193], [-0.716, -4.360, -0.158], [-1.763, -4.590, 1.285], [0.493, 3.267, 1.068], [-1.466, 0.653, 2.893], [0.866, 0.261, 2.749], [4.329, -3.492, -1.746], [4.647, -4.453, -1.613], [5.060, -2.842, -1.450], [4.112, -3.334, -2.732], [3.483, -3.331, -1.185]],
  "forces_ev_per_a": [[0.28, -0.07, 0.58], [-0.18, -0.08, -0.25], [0.37, 0.82, -0.03], [0.35, -0.54, -0.31], [-0.61, 0.01, 0.09], [0.29, 0.30, -0.07], [-0.27, -0.64, -0.49], [-0.14, 0.03, 0.33], [-0.33, -0.41, -0.58], [0.34, 0.60, 0.57], [-0.63, -0.51, -0.25], [0.76, 0.33, 0.18], [-0.95, -0.83, -0.60], [0.22, 0.55, 0.92], [0.26, -0.21, -0.44], [0.47, 0.38, -0.05], [0.74, 2.59, -0.12], [0.46, 0.69, -0.06], [-1.75, -3.77, 0.45], [-0.52, 0.40, -0.05], [0.90, -0.26, 0.45], [1.06, -1.29, 0.04], [0.11, 0.43, 0.01], [-0.11, 0.43, -0.15], [-0.50, 0.34, -0.71], [0.84, -0.39, 0.52], [1.00, -0.16, 0.32], [-0.83, -0.30, 0.01], [-0.01, 0.01, -0.13], [0.06, -0.07, -0.17], [-0.25, 0.02, -0.06], [0.09, -0.03, -0.05], [-0.23, -0.31, 0.11], [-0.35, -0.07, 0.14], [0.15, 0.13, 0.00], [-0.01, -0.07, -0.04], [0.22, 0.03, 0.00], [0.05, -0.14, 0.21], [-0.23, 0.11, 0.14], [0.11, 0.18, 0.09], [0.16, 0.29, 0.13], [0.08, 0.06, 0.01], [-0.05, 0.04, -0.05], [0.06, -0.28, -0.05], [0.04, -0.11, -0.20], [0.18, 0.02, 0.00], [0.28, 0.24, 0.05], [-0.14, 0.02, -0.02], [-0.20, -0.04, 0.09], [0.20, 0.12, 0.31], [0.37, 0.41, 0.05], [-0.21, -0.17, 0.01], [-0.04, 0.03, -0.27], [-0.17, 0.22, -0.15], [-0.01, 0.02, 0.03], [0.15, 0.07, 0.06], [0.16, -0.06, -0.02], [-0.21, -0.17, -0.17], [-0.29, 0.15, -0.28], [-0.10, 0.02, 0.16], [-0.14, 0.04, -0.02], [-0.07, -0.09, 0.00], [0.24, 0.07, -0.03], [-0.41, -0.12, -0.02], [-0.15, 0.13, -0.14], [-0.33, 0.42, -0.18], [-0.32, 0.05, -0.11], [0.35, 0.16, 0.02], [0.20, -0.04, -0.15], [-0.04, 0.03, 0.02], [-0.06, 0.09, -0.05], [-0.05, 0.10, 0.05], [-0.72, 0.08, 0.36]],
  "mulliken_charge": [-0.817, -0.247, -0.542, -0.906, -0.700, -0.106, -0.934, -0.648, 0.901, -1.048, -0.321, -0.576, -0.594, -0.503, -0.702, -0.383, 0.666, -1.006, -0.480, 0.135, -1.086, -0.156, -1.039, -0.996, 0.669, -0.830, -0.380, -0.507, 0.334, 0.276, 0.248, 0.450, 0.344, 0.396, 0.323, 0.483, 0.152, 0.428, 0.085, 0.498, 0.345, -0.304, 0.473, 0.407, 0.357, 0.095, 0.242, 0.227, 0.330, 0.415, 0.100, 0.413, 0.354, 0.379, 0.295, 0.286, 0.343, 0.348, 0.306, 0.281, 0.332, 0.301, 0.316, 0.320, 0.288, 0.210, 0.222, 0.286, -0.272, 0.424, 0.333, 0.416, 0.248]
}

***

Record 2
{
  "formula": "C17H44Cl2NO10P4",
  "method": "wB97M-V/def2-TZVPD",
  "e_above_lowest_kcal_mol": 41.6,
  "charge": -1,
  "homo_lumo_gap_ev": 5.3,
  "mol_weight_g_mol": 617.34,
  "species": ["C", "C", "P", "C", "C", "P", "C", "Cl", "C", "C", "Cl", "O", "C", "C", "C", "N", "C", "O", "H", "H", "H", "H", "H", "H", "H", "H", "H", "H", "H", "H", "H", "H", "H", "H", "H", "H", "H", "H", "H", "H", "H", "H", "H", "H", "C", "O", "P", "O", "O", "C", "O", "C", "H", "H", "H", "H", "H", "H", "H", "H", "H", "C", "O", "P", "O", "O", "C", "O", "C", "H", "H", "H", "H", "H", "H", "H", "H", "H"],
  "positions_angstrom": [[-0.648, -3.951, 0.049], [-1.882, -3.423, -0.684], [-1.680, -1.812, -1.600], [-1.667, -2.227, -3.407], [-2.411, -1.125, -4.184], [0.231, -0.680, -1.021], [1.960, 0.136, -0.619], [3.105, -0.451, -1.880], [2.040, 1.656, -0.406], [3.391, 2.258, -0.810], [1.946, 1.944, 1.383], [-0.624, 0.818, -1.303], [-1.168, 1.386, -0.140], [-1.287, 0.252, 0.909], [-2.683, -0.253, 1.365], [-3.811, 0.603, 1.023], [-4.322, 0.449, -0.329], [-0.285, -0.691, 0.625], [-0.834, -4.991, 0.338], [-0.413, -3.414, 0.966], [0.232, -3.962, -0.589], [-2.153, -4.185, -1.421], [-2.715, -3.406, 0.019], [-0.666, -2.408, -3.807], [-2.226, -3.159, -3.503], [-3.467, -1.383, -4.235], [-2.008, -1.066, -5.196], [-2.324, -0.166, -3.679], [0.577, -0.661, -2.418], [0.955, -1.923, -0.959], [2.319, -0.338, 0.288], [1.305, 2.230, -0.953], [4.227, 1.746, -0.344], [3.401, 3.284, -0.430], [3.478, 2.341, -1.890], [-0.463, 2.071, 0.347], [-2.053, 1.998, -0.314], [-0.913, 0.741, 1.822], [-2.663, -0.321, 2.452], [-2.879, -1.236, 0.939], [-3.621, 1.571, 1.236], [-4.873, -0.484, -0.417], [-4.995, 1.284, -0.533], [-3.551, 0.470, -1.102], [0.982, -2.492, 3.959], [0.456, -3.446, 4.926], [0.200, -4.995, 4.466], [-1.023, -5.273, 5.255], [1.543, -5.654, 5.077], [2.317, -5.040, 6.098], [0.107, -6.068, 3.270], [-0.426, -7.346, 3.621], [1.121, -1.547, 4.475], [1.944, -2.822, 3.560], [0.281, -2.347, 3.137], [1.705, -4.794, 6.966], [2.821, -4.148, 5.728], [3.077, -5.761, 6.395], [-1.492, -7.278, 3.817], [0.090, -7.754, 4.488], [-0.260, -7.988, 2.757], [3.515, 6.920, -1.644], [2.840, 6.667, -2.894], [1.571, 5.649, -2.906], [1.662, 4.908, -4.166], [0.418, 6.793, -2.911], [0.599, 8.093, -3.446], [0.854, 4.802, -1.784], [-0.228, 3.945, -2.210], [4.294, 7.653, -1.833], [2.824, 7.320, -0.897], [3.972, 6.007, -1.262], [0.950, 8.055, -4.478], [1.287, 8.678, -2.836], [-0.373, 8.583, -3.424], [0.154, 3.099, -2.775], [-0.952, 4.500, -2.803], [-0.710, 3.563, -1.317]],
  "forces_ev_per_a": [[-0.18, -0.76, 0.08], [0.88, -0.41, -0.20], [-1.53, 0.53, 0.47], [0.08, -0.15, 0.37], [0.34, -0.48, 0.01], [0.56, -1.10, -1.82], [-0.72, 0.16, 0.41], [-0.03, 0.09, -0.07], [1.93, -0.31, -0.50], [-0.40, 0.86, 0.38], [-0.50, 0.16, 0.01], [-0.12, 0.62, 0.44], [0.66, -0.62, 0.28], [0.26, 1.25, 1.51], [-0.04, -0.07, -0.69], [-0.15, -0.25, 0.20], [0.14, 0.62, -0.04], [-0.33, -0.13, -0.49], [0.05, -0.05, 0.14], [0.02, 0.30, -0.10], [0.10, 0.15, -0.02], [-0.10, 0.06, -0.15], [-0.11, 0.34, -0.01], [0.10, 0.13, -0.02], [0.08, -0.14, -0.05], [-0.12, 0.13, -0.02], [-0.12, 0.23, -0.12], [0.12, 0.15, -0.11], [-0.19, 0.28, 0.01], [-0.08, 0.04, 0.69], [0.04, -0.06, 0.07], [-0.62, -0.18, 0.43], [0.10, -0.23, -0.22], [0.04, 0.07, 0.01], [0.15, -0.37, -0.11], [0.17, 0.19, -0.37], [-0.38, -0.46, -0.26], [-0.08, 0.07, 0.08], [0.07, -0.26, 0.07], [-0.01, -0.11, 0.05], [0.08, 0.05, -0.01], [0.01, -0.11, -0.05], [-0.21, -0.07, 0.04], [0.07, -0.22, -0.05], [0.11, 0.09, 0.05], [0.56, 0.03, -3.26], [-1.84, -2.77, 5.04], [0.00, 0.18, -0.09], [0.43, 0.38, -0.55], [0.03, -0.06, 0.11], [1.11, 2.16, -1.52], [-0.34, -0.30, -0.10], [-0.05, -0.04, 0.09], [-0.02, -0.01, 0.02], [0.00, 0.04, 0.01], [-0.04, 0.08, -0.03], [-0.07, 0.07, 0.03], [-0.05, -0.06, -0.04], [0.02, 0.10, 0.11], [0.00, 0.07, 0.03], [0.10, 0.11, -0.04], [0.00, 0.13, 0.03], [0.24, -1.47, 2.21], [-2.54, 1.34, -3.46], [0.38, -0.25, 0.10], [0.06, 0.14, 0.31], [-0.13, -0.07, -0.12], [1.76, 0.42, 1.24], [-0.23, -0.52, -0.23], [-0.02, 0.00, -0.10], [0.00, -0.02, -0.04], [0.00, 0.01, 0.00], [0.09, 0.01, 0.01], [0.09, -0.02, -0.05], [-0.03, -0.06, -0.01], [0.05, 0.06, -0.08], [0.13, 0.14, -0.04], [0.17, 0.18, 0.14]],
  "mulliken_charge": [-0.885, -0.862, 0.346, -0.743, -1.029, -0.387, -0.700, -0.187, 1.982, -1.842, -0.237, -0.404, -0.763, 0.229, -0.905, -0.411, -0.647, -0.305, 0.483, -0.087, 0.234, 0.458, 0.406, 0.464, 0.430, 0.349, 0.325, 0.153, 0.133, 0.070, 0.391, -0.972, 0.414, 0.406, 0.469, 0.410, 0.604, 0.391, 0.354, -0.067, 0.313, 0.281, 0.328, 0.089, -0.568, -0.357, 1.103, -0.744, -0.304, -0.629, -0.330, -0.609, 0.327, 0.360, 0.126, 0.301, 0.236, 0.251, 0.279, 0.277, 0.248, -0.643, -0.304, 0.926, -0.730, -0.286, -0.656, -0.237, -0.590, 0.247, 0.326, 0.273, 0.309, 0.219, 0.244, 0.337, 0.450, 0.068]
}

***

Record 3
{
  "formula": "C17H44FN2O4PSi2",
  "method": "wB97M-V/def2-TZVPD",
  "homo_lumo_gap_ev": 4.2,
  "mol_weight_g_mol": 446.69,
  "species": ["C", "C", "O", "C", "C", "N", "F", "C", "C", "C", "P", "O", "O", "C", "C", "O", "C", "C", "H", "H", "H", "H", "H", "H", "H", "H", "H", "H", "H", "H", "H", "H", "H", "H", "H", "H", "H", "H", "H", "H", "H", "H", "H", "H", "C", "Si", "C", "C", "N", "Si", "C", "C", "C", "H", "H", "H", "H", "H", "H", "H", "H", "H", "H", "H", "H", "H", "H", "H", "H", "H", "H"],
  "positions_angstrom": [[3.404, -3.475, -1.634], [1.740, -3.363, -1.755], [1.247, -3.289, -0.371], [0.802, -1.936, -0.004], [1.884, -0.741, -0.303], [1.312, 0.637, 0.091], [0.588, 0.608, 1.236], [2.379, 1.701, 0.252], [1.868, 3.145, -0.417], [3.060, 3.881, -1.272], [3.330, 2.926, -2.948], [3.605, 1.372, -2.720], [2.004, 3.155, -4.073], [1.024, 2.053, -3.983], [1.379, 0.783, -4.992], [4.769, 3.688, -3.659], [5.993, 2.997, -3.190], [6.366, 1.839, -4.315], [3.954, -2.596, -2.194], [3.706, -3.363, -0.484], [3.737, -4.546, -1.969], [1.338, -4.344, -2.303], [1.412, -2.466, -2.443], [-0.253, -1.633, -0.461], [0.634, -1.953, 1.178], [2.167, -0.622, -1.456], [2.915, -0.966, 0.247], [0.648, 0.880, -0.706], [2.467, 1.922, 1.421], [3.448, 1.385, -0.109], [1.424, 3.844, 0.443], [0.958, 2.987, -1.170], [4.062, 3.947, -0.655], [2.697, 4.998, -1.481], [-0.010, 2.505, -4.371], [0.822, 1.664, -2.898], [0.927, -0.175, -4.492], [2.553, 0.584, -5.073], [0.908, 0.930, -6.068], [6.932, 3.725, -3.130], [5.886, 2.523, -2.120], [5.493, 1.836, -5.122], [6.370, 0.747, -3.858], [7.404, 2.143, -4.785], [-2.582, 0.885, 1.396], [-3.460, 0.010, 2.823], [-4.491, 1.303, 3.708], [-2.132, -0.606, 3.994], [-4.421, -1.279, 2.155], [-5.381, -2.308, 3.180], [-6.702, -1.369, 4.123], [-4.348, -3.281, 4.406], [-6.270, -3.564, 2.081], [-1.964, 1.705, 1.778], [-1.932, 0.187, 0.858], [-3.306, 1.301, 0.691], [-3.890, 2.197, 3.899], [-4.850, 0.939, 4.673], [-5.352, 1.598, 3.102], [-1.581, -1.444, 3.555], [-2.553, -0.926, 4.949], [-1.415, 0.194, 4.205], [-6.274, -0.779, 4.937], [-7.417, -2.068, 4.567], [-7.255, -0.698, 3.459], [-3.496, -3.756, 3.910], [-4.953, -4.070, 4.865], [-3.975, -2.646, 5.212], [-5.548, -4.172, 1.526], [-6.924, -3.059, 1.366], [-6.881, -4.232, 2.694]],
  "forces_ev_per_a": [[-0.29, 0.28, 0.63], [1.31, -0.82, -0.85], [-0.50, 2.70, -1.34], [-0.93, 0.38, 1.40], [1.45, -1.76, -0.69], [1.34, -0.58, -1.97], [-0.35, -0.27, 0.27], [0.93, 2.85, 1.17], [-0.42, -0.08, -0.21], [-0.92, 0.85, 0.38], [2.02, -2.97, -1.18], [-1.32, 5.03, -0.19], [2.16, -0.91, 2.96], [-1.70, -1.11, -1.46], [0.41, -0.09, 0.45], [-2.46, -1.51, 2.20], [1.68, -1.41, -0.30], [-0.50, 0.12, 0.20], [-1.05, -2.00, 0.81], [-0.83, -0.33, -2.50], [-0.42, 2.29, 0.44], [0.70, 2.15, 1.59], [0.54, -1.58, 1.57], [2.15, -0.78, 0.62], [0.38, -0.11, -2.68], [-0.73, -0.05, 2.48], [-2.42, 0.80, -0.89], [0.54, -0.04, 1.40], [-0.32, -0.89, -2.57], [-2.49, 0.24, 0.22], [1.24, -1.52, -1.94], [1.88, 0.14, 1.65], [-1.91, -0.31, -1.49], [0.91, -2.48, 0.24], [2.39, -0.76, 0.99], [0.72, 0.80, -1.95], [0.69, 1.74, -1.08], [-2.67, 0.68, 0.23], [1.05, -0.22, 2.39], [-2.54, -1.03, -0.25], [-0.07, 0.93, -2.11], [2.10, 0.16, 1.64], [0.23, 2.41, -0.86], [-2.21, -0.96, 0.78], [0.34, 0.41, -0.07], [-2.27, -2.76, -1.44], [0.31, 0.54, 0.17], [0.54, 0.39, 0.22], [0.43, 0.65, 1.85], [1.44, 1.50, -2.25], [-0.37, -0.20, 0.35], [-0.16, -0.38, 0.39], [-0.04, -0.09, 0.25], [0.10, 0.16, -0.05], [-0.10, -0.12, -0.02], [0.00, -0.09, 0.05], [-0.05, 0.19, 0.11], [-0.02, -0.01, -0.07], [0.07, -0.12, 0.04], [-0.12, -0.02, 0.01], [0.03, -0.04, -0.09], [0.18, 0.06, 0.16], [-0.03, 0.03, -0.03], [-0.11, 0.03, 0.08], [0.11, -0.04, 0.03], [-0.06, 0.09, 0.00], [0.05, -0.09, 0.10], [0.04, -0.02, -0.02], [-0.06, 0.10, 0.03], [0.08, -0.01, 0.02], [-0.10, -0.13, -0.06]],
  "mulliken_charge": [-0.706, -0.062, -0.371, -0.432, -0.281, 0.388, -0.064, -0.554, -0.619, -0.716, 0.899, -0.510, -0.455, 0.429, -0.758, -0.467, -0.180, -0.707, 0.175, 0.235, 0.283, 0.350, 0.027, 0.292, 0.229, 0.129, 0.276, 0.332, 0.334, 0.342, 0.408, 0.331, 0.342, 0.380, 0.348, -0.497, 0.208, 0.172, 0.306, 0.372, 0.137, 0.189, 0.203, 0.271, -0.571, 0.027, -1.041, -1.035, -0.240, 0.161, -1.035, -1.029, -1.011, 0.212, -0.222, 0.358, 0.348, 0.297, 0.253, 0.218, 0.341, 0.378, 0.307, 0.359, 0.247, 0.231, 0.367, 0.303, 0.242, 0.253, 0.276]
}